{
  "formula": "C11H22Be2BrCaCl3F4NO5Si",
  "method": "ωB97M-V/def2-TZVPD",
  "symbols": ["C", "C", "O", "O", "C", "C", "Si", "H", "H", "H", "H", "H", "H", "H", "H", "H", "H", "C", "C", "N", "H", "H", "H", "Be", "O", "H", "F", "C", "C", "O", "C", "O", "C", "F", "F", "F", "H", "H", "H", "H", "H", "H", "Be", "C", "Cl", "Cl", "H", "H", "Br", "Ca", "Cl"],
  "positions_angstrom": [[1.84637, -10.23912, -1.25417], [2.42401, -8.76256, -0.72198], [3.07253, -8.63191, 0.44417], [2.19888, -7.63213, -1.65709], [3.08908, -7.85938, -2.84375], [3.74909, -6.35501, -3.15660], [2.65659, -4.91908, -2.38342], [2.71815, -10.69138, -1.90208], [0.89906, -9.95717, -1.92346], [1.56991, -10.86489, -0.30429], [2.40702, -8.24868, -3.71210], [3.98343, -8.59855, -2.59399], [4.77216, -6.33145, -2.55700], [3.98747, -6.18652, -4.28961], [1.29901, -4.88024, -2.96510], [3.32722, -3.60685, -2.56482], [2.58531, -5.14978, -0.92680], [0.96603, -0.31825, -3.34669], [1.44911, -1.45635, -4.23088], [1.84975, -2.40056, -4.96440], [1.78616, 0.37925, -3.15560], [0.15073, 0.21742, -3.84074], [0.60576, -0.71404, -2.39319], [0.71318, 2.00923, -2.28838], [0.04724, 3.72862, -0.21507], [0.06045, 4.28148, 0.54479], [-1.07530, -1.83938, -3.54882], [-3.41893, 5.61931, 4.90920], [-3.17513, 4.16704, 4.54946], [-3.70168, 3.80186, 3.27744], [-2.94875, 4.13704, 2.07851], [-1.69497, 3.71009, 2.17584], [-3.07295, 5.65387, 1.65312], [-4.33271, 6.12440, 1.89157], [-2.87341, 5.81751, 0.31470], [-2.22186, 6.50134, 2.28036], [-4.41707, 5.94557, 4.59907], [-3.31632, 5.76691, 5.98896], [-2.68724, 6.27317, 4.43174], [-3.72469, 3.55500, 5.27484], [-2.12131, 3.89466, 4.66559], [-3.57368, 3.65326, 1.31295], [-0.98710, 6.69534, 4.22365], [-0.88605, 10.28778, 1.95974], [-2.62121, 10.62436, 1.99411], [-0.50479, 8.82009, 2.86840], [-0.56972, 10.15612, 0.92222], [-0.35131, 11.13056, 2.40447], [3.54047, -12.30502, -0.86295], [-1.68020, 1.99529, 3.22680], [-1.79780, 3.00173, -3.38873]],
  "molar_mass_g_mol": 596.74,
  "orbital_gap_ev": 0.8289,
  "total_charge": 1
}

{
  "formula": "C11H22BrDyNO2",
  "method": "ωB97M-V/def2-TZVPD",
  "symbols": ["C", "C", "C", "C", "N", "C", "C", "C", "C", "O", "O", "C", "C", "C", "Br", "H", "H", "H", "H", "H", "H", "H", "H", "H", "H", "H", "H", "H", "H", "H", "H", "H", "H", "H", "H", "H", "H", "Dy"],
  "positions_angstrom": [[3.64933, 1.74696, 0.70140], [2.25655, 1.36947, 0.19776], [2.26534, 0.16343, -0.78218], [0.91982, -0.07043, -1.50950], [-0.02430, -0.97961, -0.82623], [0.46313, -2.31058, -0.53364], [0.80277, -2.44111, 1.01015], [-0.44936, -2.36844, 1.90749], [-1.35780, -0.96630, -1.45391], [-1.48550, -0.96868, -2.64575], [-2.39197, -0.90394, -0.57521], [-2.16579, 0.15895, 0.34344], [-3.30601, 1.16806, 0.28794], [-3.28151, 1.93050, -1.02887], [-2.90622, 2.40408, 1.76611], [3.56258, 2.46314, 1.52327], [4.19306, 0.89184, 1.08481], [4.19703, 2.24411, -0.09220], [1.86050, 2.26491, -0.36752], [1.54879, 1.20039, 1.06563], [2.97040, 0.44575, -1.56058], [2.65405, -0.72852, -0.30393], [1.07802, -0.38207, -2.54293], [0.41843, 0.90020, -1.58156], [1.33324, -2.55466, -1.14056], [-0.30530, -3.05546, -0.72883], [1.46431, -1.64295, 1.32135], [1.26639, -3.41757, 1.11245], [-1.38079, -2.51508, 1.37003], [-0.34050, -3.09376, 2.70476], [-0.46639, -1.40068, 2.40894], [-2.03082, -0.21054, 1.35715], [-1.26807, 0.73430, 0.06347], [-4.25511, 0.67443, 0.47108], [-2.23808, 2.15498, -1.29733], [-3.83312, 2.86208, -0.96856], [-3.70002, 1.33708, -1.83721], [0.28295, 2.89569, 1.07928]],
  "s_squared": 9.773,
  "molar_mass_g_mol": 442.71,
  "orbital_gap_ev": [8.3591, 6.6371],
  "total_charge": 3,
  "multiplicity": 6
}

{
  "formula": "C11H22BrNO8P2",
  "method": "ωB97M-V/def2-TZVPD",
  "symbols": ["N", "C", "O", "C", "C", "P", "P", "O", "Br", "H", "H", "H", "H", "H", "H", "H", "H", "H", "H", "C", "C", "C", "O", "C", "O", "O", "H", "H", "H", "H", "H", "H", "C", "C", "C", "O", "C", "O", "O", "H", "H", "H", "H", "H", "H"],
  "positions_angstrom": [[-1.16179, -1.26606, -0.19403], [-1.34044, -0.83784, -1.55275], [-1.96304, -1.48354, -2.36236], [-0.73068, 0.51317, -1.83621], [-1.43110, 1.63372, -1.04157], [-3.31426, 1.61710, -1.14580], [-5.62920, 1.50482, -1.41475], [-5.67352, 0.34124, -2.59246], [-6.03355, 0.15046, 0.31175], [-1.97526, -1.82230, 0.05830], [-0.35154, -1.87973, -0.14767], [0.31275, 0.45793, -1.49450], [-0.73958, 0.69665, -2.91456], [-1.17509, 1.50338, 0.01651], [-1.03149, 2.60610, -1.34706], [-3.26812, 1.08378, -2.48643], [-3.43013, 3.02607, -1.05022], [-3.41981, 0.87079, 0.07476], [-5.04309, 0.52445, -3.30625], [2.73305, 3.35865, 3.68248], [1.28803, 3.49897, 3.28750], [0.76857, 2.49098, 2.28108], [-0.25079, 3.23869, 1.60586], [0.05653, 4.55443, 1.69883], [-0.48738, 5.41849, 1.09348], [1.07119, 4.73451, 2.57493], [2.87191, 2.44626, 4.26277], [3.37175, 3.31688, 2.79982], [3.04540, 4.20569, 4.29120], [0.64164, 3.51829, 4.16976], [0.33356, 1.59760, 2.72031], [1.53488, 2.21007, 1.55445], [1.72803, -5.62336, -0.33891], [1.93658, -4.36293, -1.13269], [3.37335, -4.00591, -1.46276], [3.32881, -2.57305, -1.52496], [2.30382, -2.15156, -0.75786], [2.07657, -1.01975, -0.47384], [1.54385, -3.20196, -0.36568], [1.98190, -6.49038, -0.94869], [2.35078, -5.62494, 0.55615], [0.68712, -5.71255, -0.03249], [1.32877, -4.36687, -2.04152], [3.72461, -4.39876, -2.41222], [4.05639, -4.29770, -0.66172]],
  "molar_mass_g_mol": 438.15,
  "orbital_gap_ev": 7.7313,
  "smiles": "NC(=O)CC[PH3]P(O)Br.C[C@@H]1COC(=O)O1.C[C@@H]1COC(=O)O1"
}

{
  "formula": "C11H22EuN6O5S2",
  "method": "ωB97M-V/def2-TZVPD",
  "symbols": ["O", "H", "Eu", "N", "N", "O", "O", "C", "C", "C", "C", "H", "H", "H", "H", "H", "H", "H", "H", "O", "H", "H", "C", "H", "H", "H", "O", "H", "H", "N", "C", "N", "C", "C", "S", "C", "C", "S", "C", "N", "N", "H", "H", "H", "H", "H", "H"],
  "positions_angstrom": [[3.41501, 0.13848, -1.81955], [3.63121, 1.11395, -1.97666], [0.74234, 0.19801, -0.18638], [-1.61206, -0.60474, -1.05556], [0.42075, -0.79964, -2.43269], [-2.74817, -0.74914, -0.26241], [1.52565, -0.67456, -3.18449], [-1.85243, -1.08900, -2.29359], [-0.70245, -1.22971, -3.07948], [-3.15924, -1.52065, -2.82070], [-0.65567, -1.78308, -4.45401], [-3.95584, -1.24089, -2.14139], [-3.17678, -2.60676, -2.97386], [-3.33720, -1.06524, -3.80231], [0.36312, -1.87256, -4.84169], [-1.24033, -1.16794, -5.14668], [-1.11830, -2.77458, -4.44170], [-2.64477, -0.08584, 0.49274], [2.48495, 0.03242, -2.35199], [0.25246, -1.96241, 0.96424], [-0.52308, -2.52314, 0.75593], [0.78080, -2.42371, 1.64302], [0.67939, 2.41182, -0.58494], [0.81269, 2.61118, 0.53267], [-0.29269, 2.56114, -1.17667], [1.67877, 2.51146, -1.16212], [-3.00828, 3.44366, 0.45754], [-3.43900, 3.50995, -0.40902], [-2.71116, 4.34175, 0.67443], [-2.60152, 0.97063, 1.73040], [-1.56743, 0.68961, 2.61319], [-0.30836, 0.66152, 2.25474], [0.50498, 0.28922, 3.33292], [-0.18435, 0.11513, 4.52543], [-1.89416, 0.27121, 4.27839], [1.89711, 0.03452, 3.09219], [2.90097, -0.29552, 3.99874], [4.38661, -0.63399, 3.19440], [3.61200, -0.27358, 1.68469], [2.32280, 0.04067, 1.76925], [4.26429, -0.28027, 0.53523], [-3.50775, 0.89314, 2.18354], [-2.52841, 1.86961, 1.21605], [0.29318, -0.12855, 5.46963], [2.77731, -0.34828, 5.07609], [5.24767, -0.52757, 0.50487], [3.77539, -0.04773, -0.38245]],
  "s_squared": 12.180,
  "molar_mass_g_mol": 534.43,
  "orbital_gap_ev": [6.7104, 7.6350],
  "total_charge": 1,
  "multiplicity": 7
}

{
  "formula": "C11H22FNO6P2",
  "method": "ωB97M-V/def2-TZVPD",
  "symbols": ["C", "C", "C", "F", "C", "C", "P", "O", "O", "O", "O", "C", "O", "P", "C", "O", "H", "H", "H", "H", "H", "H", "H", "H", "H", "H", "H", "H", "H", "H", "H", "C", "C", "C", "C", "N", "H", "H", "H", "H", "H", "H", "H"],
  "positions_angstrom": [[-0.91125, -5.16418, 0.89394], [-1.58804, -4.05857, 0.03553], [-2.51587, -3.09792, 0.82146], [-2.75168, -3.48568, 2.11764], [-1.98580, -1.62180, 0.79144], [-3.10504, -0.71234, 0.20976], [-3.02738, -0.49919, -1.62387], [-4.12339, -1.16555, -2.29894], [-3.13728, 1.09317, -2.01074], [-1.59748, -1.00244, -2.24768], [-1.55681, -1.21252, 2.09514], [-0.82903, -0.03797, 1.96842], [-1.32482, 0.96434, 2.28475], [0.93679, 0.04939, 1.34109], [1.56675, -1.61268, 0.84544], [0.83251, 0.94183, -0.08678], [-0.78876, -6.05987, 0.27134], [0.09574, -4.82189, 1.16230], [-1.47591, -5.45369, 1.78246], [-0.79984, -3.52661, -0.51149], [-2.18581, -4.55790, -0.73850], [-3.48642, -3.11206, 0.31020], [-1.10342, -1.55253, 0.13657], [-4.11665, -1.08157, 0.40358], [-3.07023, 0.31115, 0.61846], [-2.61487, 1.61366, -1.37601], [-1.05100, -0.21293, -2.39184], [1.56212, -2.33439, 1.67117], [1.09695, -2.02718, -0.06138], [2.62563, -1.47468, 0.58043], [0.25745, 0.43258, -0.67846], [3.40108, 5.15131, 0.73316], [3.35033, 5.30563, -0.78298], [2.91643, 4.02187, -1.49752], [3.86356, 2.93077, -1.21361], [4.60305, 2.09648, -0.99683], [4.13634, 4.40384, 1.03534], [3.68504, 6.09430, 1.20158], [2.42767, 4.85522, 1.13032], [4.33448, 5.61249, -1.14382], [2.65171, 6.10530, -1.03792], [2.88191, 4.18427, -2.57543], [1.92119, 3.71855, -1.16773]],
  "molar_mass_g_mol": 345.24,
  "orbital_gap_ev": 9.0729,
  "smiles": "CC[C@@H](F)[C@@H](CP(=O)(O)O)OC(=O)P(C)O.CCCC#N"
}

{
  "formula": "C11H22GeNO3Zn",
  "method": "ωB97M-V/def2-TZVPD",
  "symbols": ["Zn", "C", "C", "C", "O", "C", "O", "O", "H", "H", "H", "H", "H", "H", "H", "C", "C", "C", "N", "H", "H", "H", "H", "H", "C", "Ge", "C", "C", "C", "H", "H", "H", "H", "H", "H", "H", "H", "H", "H"],
  "positions_angstrom": [[-0.04216, 0.18223, -0.31423], [-2.27481, -3.04421, -1.08903], [-2.33134, -1.89797, -0.09595], [-3.37303, -2.14711, 0.98470], [-1.07811, -1.75239, 0.58411], [-2.74185, -0.58453, -0.84362], [-3.81770, -0.61158, -1.44233], [-1.94879, 0.42971, -0.75601], [-2.10006, -3.98902, -0.56855], [-1.46993, -2.88393, -1.81216], [-3.21756, -3.09400, -1.63228], [-3.18156, -3.10319, 1.47933], [-4.36987, -2.15034, 0.54043], [-3.31868, -1.35221, 1.73770], [-0.32918, -2.12696, 0.06245], [-3.58952, 2.22898, 1.31006], [-2.71479, 2.07323, 2.56345], [-1.38469, 1.56583, 2.21119], [-0.37630, 1.17801, 1.82427], [-4.59131, 2.54387, 1.59573], [-3.64784, 1.29137, 0.75795], [-3.16344, 2.96995, 0.63400], [-3.16511, 1.37602, 3.26780], [-2.59140, 3.02174, 3.08221], [4.54113, 0.66360, -0.27410], [3.01757, 0.06358, -1.40407], [3.90433, -1.13625, -2.72336], [2.65228, 1.68780, -2.48473], [1.56870, -0.85575, -0.58389], [5.30126, 1.14099, -0.90518], [5.00615, -0.17763, 0.25193], [4.20343, 1.38986, 0.47424], [4.80418, -0.68564, -3.17152], [3.19705, -1.37502, -3.52856], [4.18611, -2.07852, -2.24061], [3.55283, 1.97700, -3.04181], [2.36257, 2.51944, -1.83222], [1.83789, 1.51448, -3.19991], [1.85139, -0.99257, 0.47857]],
  "molar_mass_g_mol": 354.30,
  "orbital_gap_ev": 5.4191,
  "total_charge": -1,
  "relative_energy_kcal_mol": 9.6
}